DFT (ωB97M-V with the def2-TZVPD basis set) results for an isolated ion of composition C3H9S3 and charge -1 at a distorted geometry.

Its charge is -1. The maximum force is 1.24 eV Å⁻¹. Its multiplicity is 1. The calculation puts the highest occupied orbital energy at -0.09800 Ha. The molar mass comes out at 141.3 g/mol. The relative energy (zero: lowest compared OMol25 entry of this formula, charge and spin) comes out at 0.6616 eV.

Geometry (Å):
C: -1.56166 -0.84707 -0.98004
C: -0.77547 -1.22420 0.27927
S: 0.08105 0.23979 0.99635
S: -0.77442 -0.11445 3.00385
H: -0.89424 -0.45604 -1.72096
H: -2.32031 -0.08692 -0.78304
H: -2.03534 -1.70042 -1.43828
H: 0.01369 -1.98136 0.04495
H: -1.48102 -1.62789 1.05900
H: 0.37147 -0.55361 3.61677
C: 1.88569 1.78964 -0.80476
S: 1.66875 0.03183 -0.96135
H: 0.98118 2.35145 -1.13274
H: 2.09946 2.04139 0.23335
H: 2.74117 2.13787 -1.41238


DFT (ωB97M-V with the def2-TZVPD basis set) results for C3HAgLiO4 as an isolated structure at a distorted geometry.

Its charge is +1. The maximum force is 1.83 eV Å⁻¹. Its multiplicity is 1. The calculation puts the highest occupied orbital energy at -0.37543 Ha. The molar mass comes out at 215.8 g/mol. The relative energy (zero: lowest compared OMol25 entry of this formula, charge and spin) comes out at 0.0000 eV.

Geometry (Å):
O: 1.11414 -0.48622 0.12215
C: 0.95059 0.71633 0.03858
O: 1.95041 1.55553 -0.04102
Ag: 3.05272 -2.25615 -0.07224
O: -0.22155 1.31107 -0.10688
H: 1.82820 2.18462 -0.77646
C: -1.28978 0.58313 -0.52344
C: -2.52510 0.53650 -0.58521
O: -3.70544 0.18934 -0.70106
Li: -5.39570 0.21313 -0.18101


DFT (ωB97M-V with the def2-TZVPD basis set) results for one molecule with the formula C3HBrN2O at a distorted geometry.

The maximum force is 2.66 eV Å⁻¹. Its multiplicity is 1. The calculation puts the highest occupied orbital energy (spin up / spin down) at -0.32123 / -0.32094 Ha. The molar mass comes out at 161.0 g/mol. The relative energy (zero: lowest compared OMol25 entry of this formula, charge and spin) comes out at 1.2328 eV.

Geometry (Å):
C: -0.74137 -0.00428 -0.04330
C: -0.17750 0.69300 -1.00408
C: 0.10673 -0.67270 0.96009
N: 1.92113 0.21048 -0.20116
N: 1.52726 -0.42634 0.67984
O: -0.22515 -1.32410 1.89775
Br: -0.62233 1.70244 -2.43298
H: -1.78877 -0.17849 0.14382


DFT (ωB97M-V with the def2-TZVPD basis set) results for C3HCeLiO4 as an isolated structure at a distorted geometry.

Its charge is +3. The maximum force is 5.45 eV Å⁻¹. Its multiplicity is 2. The calculation puts the highest occupied orbital energy (spin up / spin down) at -0.77762 / -0.77831 Ha. The molar mass comes out at 248.1 g/mol. As for the expectation value of S²: 0.75.

Geometry (Å):
O: -1.21270 -0.94523 -0.95364
C: -0.39323 -0.18226 -1.50658
O: 0.56065 0.41006 -0.83286
O: -0.04130 -0.44917 -2.72375
Ce: -1.64127 -0.87561 1.23992
C: 0.38741 0.41235 0.56058
C: 1.19906 1.07082 1.32608
O: 1.84610 1.63353 2.14284
Li: 3.37984 1.73438 3.24262
H: -0.58701 -1.26531 -2.96882


no.,E (Ha)
1,-1314.279025
2,-570.049751
3,-2873.550896
4,-897.382824